No. 1
{
  "formula": "C4H10N4",
  "method": "wB97M-V/def2-TZVPD",
  "elements": ["C", "N", "N", "C", "N", "N", "C", "C", "H", "H", "H", "H", "H", "H", "H", "H", "H", "H"],
  "coordinates": [[-2.182865, 0.876732, 0.192049], [-1.390883, -0.226607, -0.247744], [-2.011357, -1.433480, -0.020313], [0.021861, -0.249625, -0.085546], [0.649134, -1.397446, 0.065357], [2.033837, -1.041349, 0.324659], [2.327950, 0.318552, -0.146191], [0.923073, 0.964017, -0.036194], [-1.700625, 1.750040, -0.146081], [-2.137234, 0.908576, 1.347036], [-3.223634, 0.794058, -0.216453], [-1.978644, -1.926154, -0.931409], [-1.298437, -1.923764, 0.641526], [2.635248, -1.621305, -0.197229], [2.836361, 0.292617, -1.143296], [3.013518, 0.863303, 0.565981], [0.678148, 1.642252, -0.875999], [0.804545, 1.409581, 0.909851]],
  "forces_ev_per_a": [[-0.310, -0.355, 1.998], [2.184, 0.695, -0.763], [1.337, -2.311, 0.778], [-0.576, -1.690, -0.059], [0.077, 2.535, -0.234], [-0.394, 0.280, 0.516], [-0.066, 0.770, 0.781], [-0.083, -0.716, -2.281], [0.261, 1.368, -0.483], [-0.722, 0.098, -1.484], [1.067, 0.086, 0.585], [0.026, -0.105, 0.970], [-1.821, 0.223, -1.435], [0.322, -1.430, -0.415], [-0.812, 0.348, 0.483], [-0.508, -0.740, -0.729], [0.147, -0.038, 0.677], [-0.129, 0.982, 1.095]],
  "lumo_energy_ha": 0.03514,
  "total_energy_ha": -377.3447,
  "smiles": "CN(N)C1=NNCC1",
  "e_above_lowest_kj_mol": 268.1,
  "gap_ev": 8.77
}

No. 2
{
  "formula": "C52H52ClEuN5OPS",
  "method": "wB97M-V/def2-TZVPD",
  "elements": ["Eu", "C", "N", "C", "C", "C", "C", "C", "C", "N", "C", "C", "C", "C", "C", "C", "N", "C", "C", "C", "C", "C", "N", "H", "H", "H", "H", "H", "H", "H", "H", "H", "H", "H", "H", "H", "H", "H", "H", "H", "H", "Cl", "C", "C", "C", "C", "C", "C", "P", "C", "C", "C", "C", "C", "C", "C", "C", "C", "C", "C", "C", "H", "H", "H", "H", "H", "H", "H", "H", "H", "H", "H", "H", "H", "H", "C", "S", "O", "C", "C", "C", "C", "C", "C", "H", "H", "H", "H", "H", "H", "H", "H", "C", "N", "C", "C", "C", "C", "C", "C", "C", "C", "H", "H", "H", "H", "H", "H", "H", "H", "H", "H", "H", "H"],
  "coordinates": [[0.141178, 0.143434, 1.088344], [-0.680896, -3.114576, 2.472072], [-1.431036, -1.904903, 2.101485], [-2.459004, -2.106532, 0.982558], [-1.766835, -2.585148, -0.217705], [-2.300835, -3.600297, -0.972098], [-1.628495, -4.040665, -2.075284], [-0.451738, -3.506982, -2.411358], [-0.027505, -2.415025, -1.663022], [-0.645239, -1.938757, -0.562524], [-2.116170, -1.497704, 3.293364], [-1.191448, -0.753086, 4.273304], [-1.392994, -0.812673, 5.636286], [-0.733655, 0.025349, 6.479246], [0.233285, 0.874938, 5.935962], [0.424019, 0.809428, 4.536529], [-0.270436, 0.012759, 3.740917], [0.551477, -3.408076, 1.668471], [0.665971, -4.742677, 1.201786], [1.805943, -5.122193, 0.498015], [2.763910, -4.204998, 0.216391], [2.596309, -2.907280, 0.729026], [1.483757, -2.493492, 1.460658], [-1.335865, -3.995074, 2.541802], [-0.328449, -2.897487, 3.483373], [-2.951023, -1.165284, 0.774934], [-3.173373, -2.851159, 1.358129], [-3.187618, -4.036987, -0.526283], [-1.961215, -4.783557, -2.860435], [0.121780, -3.862834, -3.298369], [0.887041, -1.927851, -1.860271], [-2.499271, -2.396085, 3.803044], [-2.959547, -0.821329, 3.115153], [-2.265453, -1.399177, 5.958675], [-1.040847, 0.090066, 7.561121], [0.806119, 1.496364, 6.539361], [1.178023, 1.409998, 4.027467], [-0.128345, -5.394631, 1.518968], [1.937801, -6.162150, 0.186654], [3.729590, -4.395648, -0.251812], [3.423031, -2.194497, 0.655845], [3.194153, 0.289400, -1.130283], [2.601189, -0.055675, -2.675803], [3.314261, -1.013560, -3.385091], [2.828113, -1.557078, -4.551932], [1.639387, -1.052943, -5.066148], [0.957183, -0.054658, -4.369099], [1.413109, 0.472766, -3.156201], [0.324355, 1.513071, -2.088897], [-1.307583, 1.350693, -2.981548], [-1.449761, 1.908161, -4.229150], [-2.635275, 1.776427, -4.931122], [-3.702186, 1.007712, -4.458276], [-3.536741, 0.468590, -3.185456], [-2.343333, 0.590889, -2.473818], [0.897447, 3.209588, -2.507221], [2.172985, 3.448893, -2.853868], [2.631573, 4.757474, -3.144889], [1.795495, 5.846090, -2.926838], [0.441116, 5.599400, -2.458306], [0.009730, 4.289487, -2.339495], [4.183873, -1.450540, -2.967255], [3.387279, -2.306174, -5.009676], [1.276106, -1.620389, -5.881028], [-0.035951, 0.189865, -4.686498], [-0.720772, 2.632857, -4.553729], [-2.747748, 2.288050, -5.909286], [-4.647426, 0.931767, -5.022983], [-4.322863, -0.049237, -2.687130], [-2.303678, 0.178073, -1.481987], [2.900431, 2.595143, -2.921377], [3.573322, 4.945338, -3.647332], [2.194821, 6.898558, -3.017639], [-0.146184, 6.509071, -2.302565], [-1.003672, 4.049988, -2.170871], [4.788731, 2.297463, 1.787348], [3.802710, 0.979524, 2.704789], [2.623378, 0.652642, 1.863057], [4.969595, -0.328245, 2.503169], [5.169261, -1.428028, 3.405407], [5.997413, -2.437682, 3.048995], [6.647668, -2.476861, 1.787000], [6.277273, -1.563235, 0.869967], [5.516315, -0.448497, 1.219131], [4.640457, 2.134191, 0.723593], [5.812000, 2.221589, 2.164545], [4.261899, 3.216077, 2.026960], [4.605114, -1.420400, 4.291145], [6.358596, -3.155410, 3.784660], [7.392047, -3.208157, 1.539542], [6.634581, -1.696771, -0.178903], [5.393600, 0.247778, 0.427160], [-5.551072, -0.702367, 0.728395], [-4.787121, 0.404753, 0.208507], [-5.625201, 1.181476, -0.691818], [-4.337179, 1.330909, 1.262511], [-3.159745, 2.268835, 0.988848], [-3.571643, 3.574256, 0.587897], [-2.621941, 4.541776, 0.345031], [-1.283396, 4.225749, 0.560279], [-0.918133, 2.921314, 0.953566], [-1.811555, 1.877145, 1.188836], [-6.550199, -0.397724, 1.115086], [-5.052048, -1.082429, 1.638320], [-5.746623, -1.454802, -0.048284], [-6.092656, 0.541275, -1.465417], [-5.037195, 1.917924, -1.183921], [-6.415526, 1.690039, -0.167402], [-3.939545, 0.588468, 2.086659], [-5.220030, 1.828380, 1.829227], [-4.566332, 3.918833, 0.603343], [-2.941890, 5.545235, 0.031159], [-0.473936, 4.887793, 0.337335], [0.157636, 2.796564, 1.157298]],
  "forces_ev_per_a": [[0.231, -0.191, 0.090], [0.215, 0.831, 0.184], [-0.627, 0.264, -1.451], [1.184, -0.444, 2.232], [0.377, 0.256, -0.705], [-0.756, -0.277, 1.260], [-1.722, -2.439, -2.292], [2.355, 1.558, -0.873], [0.000, -0.021, 1.119], [-0.007, -0.518, -1.181], [-0.014, 0.432, 1.571], [-0.741, -0.806, -0.480], [-2.101, -0.787, -0.335], [0.338, 1.089, 1.525], [-0.931, -1.490, -1.881], [0.595, 0.340, 1.331], [0.535, 0.466, -0.706], [-0.100, -1.839, -0.941], [0.643, 1.238, 0.354], [-1.406, -1.690, 0.136], [1.150, 2.480, 0.623], [-1.223, 0.088, 1.118], [1.761, -0.336, -1.212], [0.052, 0.076, -0.131], [0.061, -0.222, 0.082], [-0.135, 0.377, 0.126], [-0.210, 0.130, -0.304], [-0.145, -0.247, -0.679], [-0.322, 0.483, 1.659], [-0.480, 0.479, 0.910], [0.955, 0.482, -0.549], [-0.304, 0.208, 0.110], [0.190, -0.151, -0.340], [0.639, 0.077, 0.169], [0.642, -0.186, -1.249], [0.870, 1.167, 0.836], [-0.105, 0.041, 0.314], [0.042, -0.532, -0.348], [-0.138, 0.305, 0.071], [-0.452, -0.316, -0.090], [-0.510, 0.004, -0.096], [0.182, 0.626, 1.321], [0.087, -0.603, -1.181], [-0.455, -0.149, 0.004], [-0.734, 1.932, 0.740], [0.642, -0.208, 1.184], [0.065, -0.842, -0.292], [-0.424, -0.235, -0.247], [-0.568, -0.231, 0.025], [1.238, -0.258, 0.587], [-0.801, 1.210, -0.231], [-0.495, 0.159, -1.507], [0.343, 0.417, 0.434], [0.273, -0.227, -0.204], [-0.469, 0.284, -0.018], [-1.688, -0.141, 0.612], [2.988, -0.098, -0.861], [-0.732, 0.225, -0.122], [-0.837, 0.011, 0.963], [2.079, 0.605, -0.989], [0.664, 0.487, -0.355], [0.823, -0.082, 0.490], [0.627, -1.241, -0.881], [-0.895, 0.209, -1.004], [-0.125, 0.248, -0.321], [0.304, -0.137, -0.410], [0.171, -0.353, 0.740], [0.666, -0.024, 0.426], [-0.534, -0.401, 0.071], [0.089, -0.111, 0.304], [-0.747, 0.995, -0.183], [0.233, -0.282, 0.440], [-0.686, -1.358, -0.132], [-0.296, -0.715, 0.063], [-1.056, 0.041, 0.474], [-1.244, -0.879, 0.800], [1.109, 1.181, 0.705], [-0.889, -0.094, -0.625], [0.652, -1.764, -1.339], [-0.900, 2.307, -1.608], [2.331, -1.031, -0.248], [-0.892, -0.453, 1.762], [0.411, 0.824, -2.071], [0.168, -0.937, 0.591], [0.342, -0.175, -0.044], [-0.213, 0.329, -0.293], [0.304, 0.206, 0.242], [-0.314, -0.092, 1.318], [-0.600, -0.047, -0.043], [0.018, -0.470, 0.110], [-0.218, 0.474, 0.933], [-0.382, 0.689, -0.182], [-0.680, 0.139, 1.068], [-0.064, 1.113, -0.319], [-0.164, -1.102, -0.845], [0.656, -2.300, 3.323], [-1.591, 0.757, -0.520], [1.892, -1.117, 0.784], [0.730, 0.640, -0.063], [-0.015, -1.016, -0.197], [-0.221, 0.881, 0.121], [-0.861, -0.181, -0.386], [0.194, 0.099, -0.232], [-0.047, -0.356, -0.674], [0.348, 0.027, 0.299], [0.251, 0.221, 0.365], [0.540, 0.659, -0.487], [-0.637, 0.259, 0.474], [-0.557, 1.413, -1.266], [1.065, -0.332, -1.216], [-1.370, -0.241, -0.218], [0.305, -0.414, 0.166], [0.139, 0.700, 0.078], [0.069, -0.051, -0.182]],
  "lumo_energy_ha": [-0.07262, -0.07244],
  "total_energy_ha": -4271.5393,
  "s_squared": 15.7598,
  "charge": 1,
  "spin_multiplicity": 8,
  "e_above_lowest_kj_mol": 264.4,
  "gap_ev": [6.85, 7.31]
}